{
  "formula": "C7H11Cl2N4",
  "method": "wB97M-V/def2-TZVPD",
  "symbols": ["C", "C", "C", "C", "C", "C", "C", "N", "N", "N", "N", "Cl", "Cl", "H", "H", "H", "H", "H", "H", "H", "H", "H", "H", "H"],
  "coordinates": [[-0.71123, 0.34783, -0.05498], [3.65665, 1.53601, 0.57015], [-0.11261, -0.86489, 1.70236], [0.53957, 0.01666, -0.38214], [-1.79847, 2.25848, -0.93292], [-2.70866, -0.01315, -1.30622], [1.23990, -2.14629, 0.00888], [-1.20281, -0.22734, 1.09710], [3.18196, 0.60370, 1.04438], [-1.73006, 0.94268, -0.81377], [1.03017, -0.83573, 0.70007], [4.34046, 2.89001, 0.07533], [-0.83769, 3.41741, -0.02633], [0.18310, -0.44670, 2.69658], [-0.40545, -1.98906, 1.74415], [1.34493, 0.44723, -0.94418], [-2.60570, 2.68091, -1.51165], [-3.59504, 0.57574, -1.65723], [-2.46019, -0.84635, -2.00076], [-3.20455, -0.49211, -0.39971], [2.18419, -2.01965, -0.53831], [1.21876, -3.08845, 0.51816], [0.49346, -2.22462, -0.76350], [1.95932, -0.52231, 1.17456]],
  "forces_ev_per_a": [[-1.43, -2.37, 4.32], [-0.28, -0.65, 0.78], [-0.61, -2.55, 0.42], [2.27, 1.48, -0.40], [0.21, -1.58, 1.26], [-3.83, -0.08, 0.67], [0.97, 0.35, -1.35], [-0.23, 2.25, -2.36], [0.67, 0.37, -0.12], [0.91, 3.02, -1.06], [0.62, -1.53, 0.93], [0.42, 0.78, -0.48], [-0.96, -1.79, -1.27], [-0.03, -0.39, -0.74], [0.79, 1.67, 0.80], [-0.37, 0.26, -0.61], [-0.02, 0.09, -0.15], [0.95, -0.44, -0.43], [0.74, 1.16, 0.42], [1.25, 0.47, -0.78], [-0.10, -0.34, 0.22], [0.21, -0.04, 1.28], [-0.45, 0.08, -0.12], [-1.71, -0.23, -1.24]],
  "de_lowest_kj_mol": 121.5,
  "lumo_energy_ev": -4.559,
  "total_charge": 1,
  "homo_lumo_gap_ev": 5.77,
  "homo_ev": -10.3
}

{
  "formula": "C7H11F3O3S2",
  "method": "wB97M-V/def2-TZVPD",
  "symbols": ["C", "C", "C", "C", "C", "C", "C", "O", "O", "O", "F", "F", "F", "S", "S", "H", "H", "H", "H", "H", "H", "H", "H", "H", "H", "H"],
  "coordinates": [[2.57581, -1.71533, 0.07319], [-2.80766, 0.84002, 0.13042], [-2.10357, -0.50155, 0.53724], [-1.62985, 1.81727, -0.11624], [-0.91342, -0.84577, -0.33070], [-0.38425, 1.36953, -0.81297], [0.20520, 0.19663, -0.13038], [2.35725, -0.57050, 2.15471], [3.04838, 0.79852, 0.16039], [4.77012, -0.57729, 1.33303], [3.30832, -2.35678, -0.83445], [1.60407, -2.61654, 0.31398], [1.33288, -1.64848, -1.77356], [3.38758, -0.28684, 1.21135], [1.89275, -0.35959, -0.88646], [-3.47170, 0.69173, -0.82501], [-3.43060, 1.27939, 0.85245], [-1.86777, -0.40511, 1.57979], [-3.00813, -1.20533, 0.43776], [-2.08985, 2.77171, -0.56507], [-1.29743, 2.13683, 0.84535], [-0.49931, -1.80765, -0.14210], [-1.24042, -0.71195, -1.48407], [-0.50742, 1.19540, -1.81302], [0.37087, 2.20533, -0.77102], [0.39818, 0.30635, 0.85540]],
  "forces_ev_per_a": [[1.08, 0.67, -0.60], [2.07, -0.97, -3.23], [-3.56, 0.05, -0.44], [-2.44, 2.11, -0.37], [-0.14, 0.48, -2.48], [2.59, 2.90, 1.41], [-1.02, -2.15, -2.96], [0.09, 1.92, 2.16], [0.21, -1.01, 2.40], [0.21, 1.02, 0.86], [1.81, -0.09, 0.20], [0.41, 0.77, 2.07], [-1.78, 0.74, -1.48], [-1.07, -3.84, -2.42], [-2.46, 0.45, -3.21], [1.38, 0.20, 1.56], [-0.83, 0.19, 1.21], [0.38, -0.28, 0.62], [1.91, 0.11, 0.29], [1.05, -1.24, 0.27], [0.14, 0.31, 1.05], [-0.30, -0.98, -0.02], [0.71, -0.91, 2.57], [-0.46, -0.72, -2.66], [-0.81, -0.34, 0.00], [0.83, 0.62, 3.21]],
  "de_lowest_kj_mol": 213.3,
  "lumo_energy_ev": 0.348,
  "homo_lumo_gap_ev": 10.84,
  "homo_ev": -10.5
}

{
  "formula": "C7H11F9N3OS",
  "method": "wB97M-V/def2-TZVPD",
  "symbols": ["N", "C", "N", "C", "O", "C", "C", "C", "C", "F", "F", "C", "F", "F", "S", "F", "F", "F", "F", "F", "N", "H", "H", "H", "H", "H", "H", "H", "H", "H", "H", "H"],
  "coordinates": [[2.07207, -3.20747, 0.83718], [2.22419, -1.98992, 0.34705], [3.07618, -1.59837, -0.60008], [2.81480, -0.14989, -0.91694], [3.00493, 0.11844, -2.24018], [1.40714, 0.01199, -0.38378], [0.90315, 1.41833, -0.14041], [-0.07565, 1.54539, 1.03254], [-1.54216, 1.74028, 0.62207], [-2.18928, 2.08631, 1.70969], [-1.57179, 2.71772, -0.25756], [-2.10340, 0.44241, 0.02072], [-1.60762, 0.25231, -1.16762], [-1.70444, -0.57534, 0.73664], [-3.98980, 0.32257, -0.10544], [-3.88123, -1.24995, -0.18893], [-4.10413, 0.21984, 1.44160], [-4.12475, 1.87251, -0.08973], [-3.91366, 0.35258, -1.67376], [-5.53305, 0.20719, -0.21224], [1.47223, -0.89208, 0.81106], [2.17781, -3.35281, 1.83210], [1.85301, -3.97449, 0.21609], [2.93184, -2.25120, -1.38458], [3.49430, 0.37561, -0.23306], [3.60027, -0.53163, -2.63598], [0.78146, -0.53318, -1.08881], [0.47638, 1.72842, -1.08207], [1.75984, 2.05849, 0.03272], [0.00713, 0.76118, 1.77134], [0.16367, 2.46722, 1.54594], [2.12055, -0.39246, 1.44443]],
  "forces_ev_per_a": [[0.13, -0.42, -0.39], [-0.13, 1.68, 0.85], [-1.99, -1.45, -1.52], [0.37, -0.40, 0.71], [-0.19, -0.11, -0.43], [-0.03, -0.76, -0.66], [0.31, -0.71, 0.33], [-0.01, 0.51, -0.37], [2.23, -1.30, 0.34], [-1.19, 0.41, 1.25], [-0.58, 1.17, -1.23], [-1.70, 0.67, 0.40], [0.97, 0.17, -2.04], [0.50, -1.29, 1.59], [0.03, -0.74, -0.94], [0.16, -0.62, 0.09], [0.13, 0.28, 0.99], [0.02, 0.95, 0.29], [0.02, 0.29, -0.72], [-0.78, -0.07, 0.07], [1.35, 0.55, 1.12], [-0.88, -0.06, -0.01], [0.74, -0.27, 0.23], [1.35, 0.16, -0.25], [0.29, 0.27, -0.29], [0.16, 0.44, -0.09], [-0.40, 0.14, -0.12], [-0.24, 0.36, -0.15], [0.20, 0.21, 0.14], [-0.03, -0.26, 0.00], [-0.08, 0.29, 0.17], [-0.73, -0.09, 0.62]],
  "lumo_energy_ev": -4.926,
  "smiles": "NC1=[NH+][C@@H](CCC(F)(F)C(F)(F)S(F)(F)(F)(F)F)[C@H](O)N1",
  "total_charge": 1,
  "homo_lumo_gap_ev": 9.57,
  "homo_ev": -14.5
}

{
  "formula": "C7H11FN2O",
  "method": "wB97M-V/def2-TZVPD",
  "symbols": ["C", "C", "C", "C", "C", "C", "C", "N", "N", "O", "F", "H", "H", "H", "H", "H", "H", "H", "H", "H", "H", "H"],
  "coordinates": [[2.64627, 0.54477, 1.12977], [1.10491, -0.83497, -0.54791], [-1.62905, -1.77876, 0.85945], [-0.89245, 1.96660, -0.79235], [-1.22403, -1.15096, -0.45288], [-0.37915, 0.92641, 0.35900], [2.52424, 0.38939, -0.23675], [2.55104, 0.58820, 2.28246], [-0.06065, -0.30701, -0.19287], [1.47821, -1.90651, -0.90391], [3.65837, -0.23743, -0.84992], [-1.51962, -2.77808, 0.91591], [-1.09580, -1.28397, 1.70579], [-2.70639, -1.79439, 0.97635], [-0.49547, 2.86072, -0.68962], [-0.66443, 1.57877, -1.77253], [-1.98154, 2.00677, -0.69161], [-1.00163, -1.74190, -1.34463], [-2.00740, -0.53712, -0.72929], [0.52483, 1.46000, 0.77114], [-1.14382, 0.74916, 1.14685], [2.31357, 1.28031, -0.94245]],
  "forces_ev_per_a": [[0.03, 0.28, 3.00], [3.45, 2.41, 1.54], [-0.74, 1.83, 0.43], [-2.45, -5.46, 1.21], [1.15, -0.65, 0.39], [0.70, 3.98, -0.50], [-1.14, -1.49, -5.65], [0.30, 0.09, -0.78], [0.16, -2.44, -1.56], [-0.81, 0.03, -0.40], [-1.40, 0.60, 1.17], [1.51, -3.52, 0.10], [-0.71, -0.49, -0.55], [-0.40, 0.96, 0.30], [1.86, 4.30, 0.69], [0.17, -0.24, -0.28], [0.12, 0.33, -0.28], [-0.05, -0.60, 0.60], [-1.49, 1.62, -0.83], [-1.12, -1.01, 0.07], [0.61, 0.52, -0.44], [0.26, -1.08, 1.79]],
  "de_lowest_kj_mol": 77.9,
  "lumo_energy_ev": 0.575,
  "homo_lumo_gap_ev": 10.29,
  "homo_ev": -9.7
}

{
  "formula": "C7H11FO2",
  "method": "wB97M-V/def2-TZVPD",
  "symbols": ["C", "C", "C", "C", "C", "C", "C", "O", "O", "F", "H", "H", "H", "H", "H", "H", "H", "H", "H", "H", "H"],
  "coordinates": [[-3.24006, -0.58257, -0.14718], [-2.09679, 0.16175, -0.15657], [-0.55230, -0.64101, 0.19865], [1.92722, -0.76097, 0.15650], [0.93395, 1.31777, 1.16524], [0.67086, 0.71567, -1.37593], [0.68308, 0.17898, 0.05011], [-4.30487, -0.27928, -0.65073], [-0.57412, -1.93597, 0.40614], [-2.04252, 1.48309, -0.33961], [-3.15834, -1.67396, 0.20692], [1.84531, -1.11139, 1.13120], [2.15879, -1.51643, -0.45862], [2.78914, -0.17600, 0.16310], [2.02316, 1.55826, 1.30931], [0.37057, 0.99581, 1.99998], [0.29932, 2.24867, 0.86203], [-0.18781, 1.32060, -1.65778], [1.50011, 1.30650, -1.61164], [0.73664, -0.20892, -1.94114], [0.21867, -2.40060, 0.69001]],
  "forces_ev_per_a": [[-1.73, -3.19, -0.53], [8.02, -2.38, 2.18], [-5.98, 3.81, -0.92], [-1.83, 3.00, 1.94], [-1.75, 0.95, -2.47], [-1.17, -0.83, -0.06], [2.09, 0.36, -0.05], [-0.84, 0.85, 0.08], [-1.14, -0.06, -0.08], [0.04, -0.25, -0.15], [0.54, 1.26, -0.04], [0.32, -1.13, 2.04], [-0.16, -2.87, -2.83], [1.44, 1.28, -0.02], [-1.33, -0.34, -0.04], [0.22, -0.37, 1.57], [1.52, -1.37, 0.25], [-0.23, -0.34, 0.15], [1.66, 0.81, -0.04], [-0.24, 0.25, -0.86], [0.56, 0.57, -0.11]],
  "de_lowest_kj_mol": 435.1,
  "lumo_energy_ev": [-0.034, -0.420],
  "smiles": "CC(C)(C)/C(O)=C(\\F)C=O",
  "homo_lumo_gap_ev": [8.07, 7.34],
  "homo_ev": [-8.1, -7.8]
}

{
  "formula": "C7H11I",
  "method": "wB97M-V/def2-TZVPD",
  "symbols": ["C", "C", "C", "C", "C", "C", "C", "I", "H", "H", "H", "H", "H", "H", "H", "H", "H", "H", "H"],
  "coordinates": [[0.46080, -1.57051, 1.12142], [-0.08494, -1.18104, -0.03634], [-0.15726, 0.29448, -0.04809], [0.96139, 1.07412, -0.02369], [-0.65979, -2.05136, -1.09914], [-1.66106, 0.72344, -0.04506], [1.22210, 2.50029, 0.28426], [2.81451, 0.08436, -0.05811], [0.55368, -2.60033, 1.21764], [0.95558, -1.02217, 1.84927], [-1.71852, -2.26277, -0.99832], [-0.04495, -3.04108, -1.10808], [-0.65807, -1.58663, -2.13429], [-2.13816, 0.36015, 0.77441], [-2.00651, 0.26225, -0.86410], [-1.87818, 1.69478, -0.02803], [1.43220, 2.43325, 1.29492], [2.21223, 2.75408, -0.17275], [0.39498, 3.13470, 0.07408]],
  "forces_ev_per_a": [[-1.12, -1.62, -2.40], [0.53, 1.32, 1.83], [-0.03, 2.01, -0.61], [-1.67, -1.98, -0.27], [1.03, -1.19, -1.40], [4.63, -1.04, 0.64], [1.01, -0.76, -1.79], [0.86, -0.07, -0.33], [0.21, -2.03, 0.59], [0.30, 1.41, 1.03], [-0.19, -0.28, 0.57], [-1.32, 1.63, -0.19], [0.64, -0.38, 1.17], [-1.21, -1.60, 2.53], [-1.84, -1.44, -3.12], [-0.39, 4.19, -0.45], [0.29, 0.65, 2.41], [-1.26, 0.46, 0.03], [-0.47, 0.74, -0.23]],
  "de_lowest_kj_mol": 197.5,
  "lumo_energy_ev": 0.747,
  "smiles": "C=C(C)/C(C)=C(/C)I",
  "homo_lumo_gap_ev": 8.95,
  "homo_ev": -8.2
}